(1)
C5H8BiLiO4 as an isolated structure in a non-equilibrium geometry. Source: the Open Molecules 2025 dataset; level of theory: ωB97M-V/def2-TZVPD.

## Properties
HOMO (spin up / spin down) = -16.78 / -16.78 eV
Charge = +2
Relative energy (zero: lowest compared OMol25 entry of this formula, charge and spin) = 0.000 eV
Frontier orbital gap (spin up / spin down) = 6.4 / 6.4 eV

Each line ends with the Mulliken charge.
Atoms and positions in Å:
H: 0.181 -2.257 1.850  0.376
H: 1.456 -1.150 2.514  0.410
C: -1.204 0.909 -1.936  0.216
H: -3.167 1.400 -1.512  0.406
C: 1.261 -2.049 1.909  -1.485
Li: 1.644 -0.376 -1.930  0.928
H: 1.374 -2.738 -0.169  0.247
H: -1.386 0.829 -3.024  0.411
O: -1.301 2.617 2.018  -0.342
C: -2.175 1.812 -1.261  -0.461
O: -0.048 0.686 -1.554  -0.503
C: -1.078 2.100 0.941  0.281
Bi: 0.621 0.861 0.429  1.269
H: 2.943 -1.994 0.615  0.269
O: 1.601 -0.690 -0.109  -0.668
C: 1.845 -1.907 0.517  0.204
H: -2.086 2.753 -1.843  0.383
H: 1.718 -2.898 2.436  0.343
O: -2.200 2.090 0.107  -0.284



(2)
C59H42N7O3RuS3 as an isolated structure. Source: the Open Molecules 2025 dataset; level of theory: ωB97M-V/def2-TZVPD.

## Properties
⟨S²⟩ = 0.7567
HOMO (spin up / spin down) = -7.68 / -7.68 eV
Relative energy (zero: lowest compared OMol25 entry of this formula, charge and spin) = 0.000 eV
2S+1 = 2
Frontier orbital gap (spin up / spin down) = 7.5 / 7.0 eV

Each line ends with the Mulliken spin population.
Atoms and positions in Å:
C: -1.076 -6.965 0.453  0.000
C: -5.040 -1.155 -2.116  -0.001
O: -0.543 0.313 -0.875  0.008
H: -0.915 -6.356 3.778  0.000
H: -0.324 4.185 -6.828  0.000
O: 0.495 2.869 0.016  0.032
C: -0.224 -2.106 -2.699  0.002
N: 7.945 4.263 6.712  0.000
C: -1.160 -7.212 1.825  0.000
H: -5.930 -1.181 -1.500  0.000
C: 7.174 3.715 6.061  0.000
H: -0.002 5.769 3.900  0.000
H: 2.002 -4.416 -6.020  0.000
C: 3.955 2.817 4.430  0.000
H: -0.351 4.471 1.877  -0.002
H: 2.193 3.840 -4.763  0.000
N: -1.349 -2.902 5.320  0.011
H: 3.876 -1.015 3.159  0.000
C: -3.834 -1.667 -1.580  0.001
H: -6.007 -0.253 -3.782  0.000
N: 1.606 0.803 1.624  -0.027
C: 0.486 1.605 -2.900  0.002
H: -1.312 -7.760 -0.244  0.000
C: 5.670 1.279 3.692  0.000
C: 1.567 2.307 -3.403  0.000
C: -0.080 -3.220 -3.592  -0.001
C: -0.709 -5.721 -0.026  0.000
C: 2.108 -0.441 1.937  0.000
C: -3.911 -0.625 -4.170  0.000
N: -5.171 -2.059 3.052  0.011
C: -1.427 -2.113 -1.806  -0.004
H: -0.195 0.852 4.188  -0.002
C: -2.433 4.666 -1.118  0.001
C: 1.350 3.289 -4.362  0.000
H: -1.574 -6.157 -4.435  0.000
C: 4.887 3.475 5.211  0.000
N: -1.421 0.020 2.073  -0.037
H: -2.232 -8.480 3.191  0.000
C: 6.596 1.928 4.488  0.000
C: -1.009 2.883 -4.253  0.003
H: -1.641 1.362 -2.862  0.002
H: 0.088 6.491 -2.450  0.000
H: 0.677 5.318 -5.926  0.000
H: -2.599 -3.134 1.218  0.000
C: -2.012 -0.711 2.752  0.021
C: -1.830 5.664 -1.828  -0.002
H: 1.368 4.685 -1.256  -0.001
H: 1.634 -1.345 1.594  0.003
H: 5.968 0.437 3.080  0.000
C: -4.061 -1.865 3.297  -0.003
C: 1.155 -4.388 -5.346  0.000
C: 4.358 1.728 3.665  -0.001
C: 0.245 -5.406 -5.326  0.000
C: -0.250 3.939 2.815  -0.018
H: -0.641 -5.531 -1.091  0.000
Ru: -0.423 1.479 1.129  0.998
C: -1.557 -8.568 2.340  0.000
S: 0.091 -3.098 0.303  -0.003
H: -0.679 -9.126 2.673  0.000
C: -2.733 -1.112 -3.677  0.000
H: 2.789 -2.255 -5.181  0.000
C: -2.689 -1.614 3.543  0.026
C: -0.852 -6.185 2.710  0.000
C: -5.080 -0.640 -3.380  0.000
C: 0.291 4.755 -1.264  0.000
N: 3.400 1.068 2.855  -0.001
C: 0.692 -1.093 -2.779  -0.004
H: 2.917 3.127 4.437  0.000
C: -3.789 -2.220 -0.275  -0.001
C: -1.674 3.679 -0.450  -0.006
H: 4.589 4.322 5.814  0.000
H: -2.052 -9.155 1.567  0.000
C: 1.792 -1.150 -3.668  0.000
C: 0.097 4.062 5.198  -0.001
C: 3.226 -0.296 2.693  -0.002
S: -2.383 2.441 0.488  0.011
C: -0.428 5.717 -1.902  -0.001
C: -0.175 1.931 4.099  -0.014
H: -1.844 -1.095 -4.295  0.000
C: -2.623 -2.707 0.223  0.002
O: 1.172 -3.296 -0.700  0.000
H: 2.569 2.099 -3.047  0.000
H: -4.693 -2.258 0.320  0.000
H: 2.514 -0.341 -3.681  0.000
H: -1.062 5.226 -5.618  0.000
C: -0.471 -4.936 2.242  0.000
C: 0.028 2.677 5.254  0.001
C: -0.043 4.688 3.968  0.004
C: -1.012 -4.287 -3.601  0.000
C: 6.207 3.032 5.243  0.000
H: -3.949 -0.228 -5.177  0.000
C: 1.948 -2.210 -4.499  0.000
H: 0.246 4.643 6.099  0.000
C: -0.171 4.640 -5.848  0.000
N: -0.327 3.771 -0.567  -0.001
H: 2.287 2.750 2.143  -0.001
H: 7.622 1.591 4.519  0.000
C: -1.436 -2.652 -0.546  0.002
S: 0.737 0.324 -1.674  0.003
C: -0.852 -5.350 -4.444  0.000
C: -1.964 -2.317 4.536  -0.003
C: -0.418 -4.708 0.878  0.000
C: -2.657 -1.633 -2.361  0.000
H: 0.131 2.163 6.203  0.000
H: -2.431 6.414 -2.325  0.000
H: 0.362 -6.254 -5.988  0.000
H: -0.231 -4.140 2.935  0.000
C: 1.011 -3.274 -4.486  0.001
C: -0.809 1.897 -3.303  -0.005
H: -3.508 4.600 -1.031  0.000
C: 2.399 1.680 2.190  0.001
H: -2.018 3.118 -4.571  -0.001
C: 0.065 3.585 -4.803  0.000
H: -1.861 -4.254 -2.931  0.000
C: -0.319 2.542 2.850  -0.008



(3)
One molecule with the formula C11H11NO2 in a non-equilibrium geometry. Source: the Open Molecules 2025 dataset; level of theory: ωB97M-V/def2-TZVPD.

## Properties
HOMO = -9.15 eV
Relative energy (zero: lowest compared OMol25 entry of this formula, charge and spin) = 4.843 eV
Frontier orbital gap = 9.3 eV

Each line ends with the Mulliken charge.
Atoms and positions in Å:
O: -2.160 -2.288 -0.137  -0.527
H: -4.008 -1.315 -2.007  0.376
H: 1.509 0.604 -1.694  0.506
C: 0.788 0.903 1.883  -0.002
H: -0.292 2.948 1.464  0.455
C: 2.536 0.617 0.275  -0.508
C: 0.675 2.071 -0.223  -0.606
H: 3.459 0.452 -0.156  0.536
C: 0.293 2.143 1.058  -0.579
H: -2.838 -0.278 -2.713  0.335
N: 1.498 -2.796 -0.499  -0.550
C: 0.997 -1.795 -0.288  0.196
C: -0.108 -0.252 1.322  -0.894
H: -1.099 0.169 1.338  0.365
O: -0.878 -0.634 -0.993  -0.310
H: 0.628 1.065 2.898  0.670
H: 0.268 2.788 -0.879  0.404
C: -2.005 -1.392 -0.955  0.768
H: -0.183 -1.194 2.026  0.261
H: 2.862 0.330 2.410  0.242
C: 0.192 -0.663 -0.043  0.627
H: -2.819 -1.975 -2.918  0.283
C: 1.423 0.885 -0.628  -0.288
C: 2.194 0.763 1.581  -0.555
C: -2.933 -1.158 -2.122  -1.206



(4)
C7H8ClF3NS as an isolated structure in a non-equilibrium geometry. Source: the Open Molecules 2025 dataset; level of theory: ωB97M-V/def2-TZVPD.

## Properties
⟨S²⟩ = 2.0087
HOMO (spin up / spin down) = -10.86 / -13.87 eV
Charge = +1
2S+1 = 3
Frontier orbital gap (spin up / spin down) = 7.1 / 6.5 eV

Each line ends with the Mulliken spin population.
Atoms and positions in Å:
C: -1.366 0.009 -0.275  0.020
F: 3.718 0.604 1.221  0.011
C: 0.763 1.061 0.426  0.608
F: 3.665 -0.639 -0.492  0.005
H: -1.335 -0.058 -2.685  -0.001
S: -1.136 0.988 -1.857  0.026
C: 1.588 -0.009 0.234  0.309
H: 1.716 -2.243 0.146  0.004
H: -3.292 -0.535 -0.622  0.003
H: -2.808 -0.853 1.171  -0.004
C: 1.039 -1.356 0.011  0.250
C: 3.021 0.332 0.043  0.010
H: -0.657 0.437 1.812  0.026
H: 1.063 2.082 0.457  0.024
C: -2.780 -0.201 0.214  -0.005
F: 3.169 1.440 -0.724  0.010
Cl: -1.158 -2.965 -0.583  0.134
C: -0.288 -1.596 -0.174  0.549
H: -1.238 1.743 0.672  -0.003
N: -0.632 0.846 0.741  0.026
H: -3.052 0.912 0.264  -0.001



(5)
A 2-piece molecular cluster, C4H8N2O overall. Source: the Open Molecules 2025 dataset; level of theory: ωB97M-V/def2-TZVPD.

## Properties
HOMO = -8.50 eV
Relative energy (zero: lowest compared OMol25 entry of this formula, charge and spin) = 3.688 eV
Frontier orbital gap = 9.4 eV
SMILES = CNC=C=N.C=O

Each line ends with the Mulliken charge.
Atoms and positions in Å:
N: -2.420 0.775 -0.018  -0.661
H: 0.374 -0.687 1.297  0.294
C: 0.109 0.606 -0.226  -1.035
O: -2.080 -1.675 -1.390  -0.530
C: -1.196 0.772 -0.082  0.929
H: -0.112 -1.960 -0.955  0.251
C: 1.815 0.764 1.441  -0.878
N: 0.936 -0.113 0.676  -0.250
H: 2.523 1.243 0.756  0.293
H: 0.612 1.107 -1.049  0.376
H: -2.792 -0.066 -0.490  0.341
H: 2.385 0.168 2.159  0.325
C: -0.893 -1.523 -1.604  -0.057
H: 1.263 1.554 1.972  0.303
H: -0.524 -0.967 -2.487  0.300



Total energy per entry: -19527.90330 -113524.51974 -17166.92017 -40376.16137 -9302.70522 eV